# 1
{"formula": "C3CrO", "method": "ωB97M-V/def2-TZVPD", "elements": ["C", "C", "O", "C", "Cr"], "positions_angstrom": [[0.1412, -0.3566, 1.2745], [0.6417, -0.5349, -0.4863], [1.1607, -1.0249, 0.6917], [-0.3131, 0.3766, -0.2875], [-1.6304, 1.5398, -1.1925]], "forces_ev_per_a": [[2.868, -1.119, -3.957], [-3.094, 3.292, 2.329], [-0.838, -0.480, 2.763], [1.653, -2.240, -0.900], [-0.589, 0.548, -0.235]], "total_charge": 2, "multiplicity": 5, "orbital_gap_ev": [7.8, 9.1]}

---

# 2
{"formula": "C3CuLiO6", "method": "ωB97M-V/def2-TZVPD", "elements": ["O", "C", "O", "C", "O", "O", "Cu", "C", "O", "O", "Li"], "positions_angstrom": [[0.7945, -1.2603, 1.4853], [1.1603, -1.1407, 0.2825], [-0.0151, -1.0310, -0.4264], [-0.8174, -1.8738, -1.7030], [-0.6702, -3.0663, -1.6460], [-1.4925, -1.0427, -2.2612], [-0.8092, -0.1672, 1.0858], [1.5392, 1.5673, 0.4798], [2.3470, 2.4825, 0.5773], [0.3257, 1.6991, 0.8405], [0.6941, 3.7093, 0.4828]], "forces_ev_per_a": [[4.429, -0.076, -1.148], [-5.380, -1.618, 2.761], [3.022, 0.195, -1.806], [-2.598, -1.581, -2.401], [1.026, 1.404, 0.705], [1.243, -0.058, 0.957], [-1.439, 1.526, 0.689], [-0.658, 1.534, 1.175], [0.472, -0.028, -0.768], [-0.493, -0.400, -0.378], [0.376, -0.898, 0.214]], "multiplicity": 3, "orbital_gap_ev": [7.8, 6.7]}

---

# 3
{"formula": "C3F2O3", "method": "ωB97M-V/def2-TZVPD", "elements": ["C", "C", "C", "O", "O", "O", "F", "F"], "positions_angstrom": [[-0.7264, 0.7393, -1.2367], [-0.0604, 0.8294, 1.3488], [0.3942, -0.9797, -0.1523], [0.8416, -2.0791, -0.2931], [0.2811, -0.1210, -1.1367], [0.0626, -0.5309, 1.1056], [-0.4226, 1.5292, -2.2500], [-0.4562, 0.8593, 2.6369]], "forces_ev_per_a": [[-0.731, 0.644, -0.291], [-0.211, -1.611, 1.423], [1.019, -2.625, 1.628], [-0.721, 1.362, 0.081], [0.356, 1.542, -2.114], [-0.453, 1.744, 0.504], [0.176, -0.868, 0.796], [0.564, -0.188, -2.027]], "multiplicity": 1, "orbital_gap_ev": 10.0}

---

# 4
{"formula": "C3F5NO3S", "method": "ωB97M-V/def2-TZVPD", "elements": ["C", "C", "C", "N", "O", "O", "O", "F", "F", "F", "F", "F", "S"], "positions_angstrom": [[-0.4887, -0.1113, -0.8383], [0.2719, 0.9109, -0.2715], [1.6808, 0.4533, 0.0560], [-1.3264, -0.7481, -1.3607], [-0.6052, -2.5138, 1.0476], [-2.4062, -0.9382, 1.2903], [-2.0563, -1.5515, -1.8560], [-0.2699, 1.4767, 0.8522], [0.3735, 1.9963, -1.1539], [2.1360, -0.4171, -0.8836], [1.7534, -0.2534, 1.1513], [2.5579, 1.4609, 0.0966], [-1.5016, -1.8676, 1.9317]], "forces_ev_per_a": [[-3.178, -2.363, -1.794], [0.414, 3.634, 0.192], [2.457, -0.906, -1.211], [1.484, 0.049, 0.588], [1.013, -0.842, -0.265], [0.333, -0.513, 1.047], [0.304, 0.864, 0.334], [0.125, -0.724, -0.198], [0.089, -1.162, 0.451], [-0.454, 0.673, -0.533], [-0.535, 0.085, 1.651], [-0.624, -0.053, 0.279], [-1.426, 1.258, -0.541]], "multiplicity": 1, "orbital_gap_ev": 9.4}

---

# 5
{"formula": "C3H10BrINO3PSi", "method": "ωB97M-V/def2-TZVPD", "elements": ["C", "C", "C", "N", "Si", "Br", "I", "P", "O", "O", "O", "H", "H", "H", "H", "H", "H", "H", "H", "H", "H"], "positions_angstrom": [[1.5694, -1.8051, 0.4355], [2.5529, -0.4616, 0.4756], [1.7170, 0.8915, -0.0415], [0.3774, 0.3832, -0.5231], [-0.9782, 1.5090, -0.1680], [-0.9370, 2.4661, 1.9072], [-1.3076, 3.1823, -2.0280], [-2.8277, 0.2455, -0.2162], [-4.1226, 1.0659, -0.6023], [-2.9343, -0.4795, 1.3903], [-2.4551, -1.0698, -1.3277], [0.6013, -1.6794, 1.1112], [2.1230, -2.7742, 0.8585], [1.2904, -2.0920, -0.6889], [3.4673, -0.7187, -0.2146], [2.9074, -0.3683, 1.5933], [1.6790, 1.6051, 0.8845], [2.3516, 1.4549, -0.8695], [0.4721, 0.2788, -1.5760], [-3.8317, -0.9177, 1.5150], [-1.7146, -0.7160, -1.9155]], "forces_ev_per_a": [[0.241, -0.736, 0.058], [-0.449, -1.274, 0.102], [2.263, -0.831, 0.855], [-0.054, 2.872, -0.866], [1.132, 0.051, -0.056], [0.120, -0.582, -1.327], [0.142, -0.712, 0.900], [-4.736, -0.642, -0.140], [4.425, -2.983, 1.295], [-0.842, 0.435, -3.204], [0.660, 3.003, 1.274], [2.042, -0.149, -1.716], [-0.880, 2.286, -0.837], [0.368, 0.773, 2.583], [-1.679, 0.759, 1.415], [-0.544, 0.101, -2.324], [-0.425, -1.301, -1.857], [-1.507, -1.199, 1.598], [-0.312, 0.051, 1.669], [1.443, 0.881, -0.421], [-1.406, -0.802, 0.998]], "multiplicity": 1, "orbital_gap_ev": 9.6}

---

# 6
{"formula": "C3H10Cl3N2O2Sn", "method": "ωB97M-V/def2-TZVPD", "elements": ["C", "Sn", "N", "N", "H", "H", "H", "H", "H", "H", "H", "H", "H", "H", "Cl", "C", "Cl", "Cl", "C", "O", "O"], "positions_angstrom": [[2.1965, -0.7951, -0.0328], [0.2127, -1.3331, -0.4485], [-2.3338, -1.0296, -0.6356], [0.0945, -0.1145, -2.3485], [-2.5428, -0.2220, -0.0411], [1.3677, -2.3566, -0.2769], [2.6925, -1.2936, 0.8309], [2.1316, 0.3118, 0.2533], [2.8470, -0.9063, -0.9246], [-0.5673, 0.6502, -2.0973], [-0.3140, -0.6267, -3.1238], [0.9688, 0.3181, -2.6508], [-2.7887, -0.8891, -1.5448], [-2.7795, -1.8352, -0.1944], [-1.2539, 2.1783, 3.5272], [-0.0904, 1.9433, 2.2176], [-0.0684, 3.3836, 1.1446], [1.5487, 1.6394, 2.8713], [-0.4099, 0.6447, 1.4012], [-1.0450, -0.3156, 1.8629], [0.1336, 0.6477, 0.2100]], "forces_ev_per_a": [[2.868, 4.101, 1.346], [-3.000, -1.991, -0.669], [-1.535, 0.679, -0.061], [-0.306, 1.085, -0.635], [-0.174, -0.053, -0.080], [2.561, -5.769, -0.410], [-0.499, -0.010, -0.633], [1.267, -0.951, -0.481], [-0.198, -0.097, 0.298], [0.639, -0.680, -0.168], [-0.027, -0.062, -0.140], [0.039, 0.085, -0.086], [-0.116, 0.015, -0.026], [0.154, -0.026, -0.036], [0.109, 0.091, -0.035], [0.073, -0.251, -0.182], [-0.018, -0.375, 0.486], [-0.253, 0.284, 0.028], [-0.020, -1.157, -2.312], [0.774, 1.784, 0.484], [-2.339, 3.300, 3.312]], "total_charge": -1, "multiplicity": 1, "orbital_gap_ev": [3.3, 3.3]}

---

# 7
{"formula": "C3H10FN2", "method": "ωB97M-V/def2-TZVPD", "elements": ["C", "C", "C", "N", "N", "F", "H", "H", "H", "H", "H", "H", "H", "H", "H", "H"], "positions_angstrom": [[-0.1065, 0.6522, -2.0792], [0.7529, -0.0117, -1.0855], [-0.0070, 0.3150, 1.0752], [-1.3974, 0.3056, 1.0807], [0.5233, -0.9243, 1.6917], [0.6646, -1.3685, -1.0264], [0.3105, 0.4773, -3.0765], [-0.1184, 1.7241, -1.9044], [-1.1179, 0.2536, -2.0693], [1.7861, 0.2980, -0.9804], [0.4420, 1.2232, 1.4506], [-1.8318, -0.4520, 0.5638], [-1.8342, 1.1914, 0.8720], [1.5305, -0.8418, 1.8756], [0.3787, -1.7129, 1.0375], [0.0245, -1.1294, 2.5744]], "forces_ev_per_a": [[-0.021, -0.233, -0.028], [-0.364, 0.493, 3.553], [0.542, 0.115, -3.799], [-0.122, -0.314, 0.382], [-0.038, -0.057, 0.249], [-0.089, -0.273, -0.357], [-0.045, 0.007, 0.008], [-0.005, 0.089, 0.024], [-0.132, 0.021, 0.067], [0.040, -0.001, -0.201], [0.099, -0.133, 0.237], [0.006, 0.184, -0.065], [0.051, -0.016, 0.088], [-0.276, -0.100, -0.058], [0.152, 0.215, 0.139], [0.202, 0.003, -0.238]], "total_charge": 1, "multiplicity": 1, "orbital_gap_ev": 9.1}

---

# 8
{"formula": "C3H10N", "method": "ωB97M-V/def2-TZVPD", "elements": ["C", "H", "H", "H", "H", "C", "C", "N", "H", "H", "H", "H", "H", "H"], "positions_angstrom": [[-2.0594, 2.1523, -2.3928], [-1.8680, 1.2654, -1.7793], [-1.4892, 2.0785, -3.3106], [-1.7209, 3.0029, -1.8064], [-3.1363, 2.1500, -2.5231], [0.8843, -2.0708, 1.8573], [1.3960, -0.2201, 0.3609], [1.5596, -0.8280, 1.5653], [1.2208, -2.4652, 2.8156], [1.1450, -2.9018, 1.1845], [-0.2025, -1.9875, 1.7427], [0.9505, -0.7209, -0.4801], [1.5698, 0.8444, 0.3668], [1.7503, -0.2992, 2.3991]], "forces_ev_per_a": [[0.147, -0.627, 0.871], [0.224, 0.047, -0.157], [-0.178, 0.034, -0.205], [-0.153, 0.172, -0.128], [-0.035, 0.371, -0.375], [0.151, -0.827, -0.459], [0.100, 1.091, 0.010], [-0.087, -1.355, 0.584], [-0.452, 0.335, 0.260], [0.296, 0.494, -0.320], [-0.051, 0.084, 0.533], [-0.012, -0.194, 0.121], [0.018, 0.000, -0.368], [0.030, 0.375, -0.366]], "multiplicity": 2, "orbital_gap_ev": [7.1, 11.2]}

---

# 9
{"formula": "C3H10N", "method": "ωB97M-V/def2-TZVPD", "elements": ["C", "H", "H", "H", "H", "C", "C", "N", "H", "H", "H", "H", "H", "H"], "positions_angstrom": [[-1.1696, 2.0501, 2.6784], [-0.1526, 1.6684, 2.6852], [-1.6769, 1.9263, 3.7316], [-1.8876, 1.5073, 2.0151], [-1.4237, 3.2320, 2.4250], [0.6647, -0.0625, -1.7978], [0.4600, -2.3845, -1.1201], [1.2654, -1.5109, -1.6689], [0.8589, 0.5817, -0.8797], [-0.3990, -0.0578, -1.7890], [0.8430, 0.3543, -2.8402], [-0.5793, -2.3162, -1.1212], [1.0098, -3.3500, -0.8384], [2.1870, -1.6381, -1.4800]], "forces_ev_per_a": [[-3.692, 2.334, 1.183], [-0.053, 0.460, -0.204], [1.313, 0.127, -1.829], [0.957, 0.123, 0.276], [1.484, -3.056, 0.559], [1.048, 0.464, -0.947], [4.835, -1.693, -1.482], [-7.203, 2.054, 2.022], [0.823, -0.888, -1.463], [-1.056, -1.141, 0.108], [0.719, -0.305, 1.678], [-1.581, 0.474, 0.151], [-1.293, 1.324, -0.053], [3.698, -0.276, 0.000]], "total_charge": 1, "multiplicity": 1, "orbital_gap_ev": 8.8}

---

# 10
{"formula": "C3H10N", "method": "ωB97M-V/def2-TZVPD", "elements": ["C", "C", "C", "N", "H", "H", "H", "H", "H", "H", "H", "H", "H", "H"], "positions_angstrom": [[0.7750, -1.2943, 0.0625], [-0.2355, -0.1075, 0.3421], [0.4633, 1.1491, 0.7718], [-0.9761, 0.1702, -0.9895], [0.2958, -2.1750, -0.2134], [1.6442, -0.9808, -0.6036], [1.1541, -1.6781, 1.0874], [-1.1311, -0.4034, 0.9415], [0.0356, 2.1151, 0.4186], [1.3949, 1.2611, 0.2848], [0.6813, 1.3081, 1.8801], [-0.4909, 0.9734, -1.3562], [-0.8622, -0.4906, -1.7235], [-1.9060, 0.3949, -0.8478]], "forces_ev_per_a": [[1.093, 1.708, 2.658], [-0.387, -2.035, -0.304], [-0.144, 2.053, 1.320], [3.138, 0.851, 0.050], [-1.054, -1.352, -1.355], [-1.231, -0.481, 0.902], [-0.084, 1.206, -1.507], [1.306, 0.034, 0.244], [-0.731, -0.686, 0.507], [1.435, -0.567, -0.462], [-0.606, -0.708, -1.440], [-0.125, 0.831, -0.409], [-0.116, -1.418, -0.449], [-2.496, 0.564, 0.245]], "total_charge": 1, "multiplicity": 1, "orbital_gap_ev": 13.3}

---

# 11
{"formula": "C3H10N", "method": "ωB97M-V/def2-TZVPD", "elements": ["N", "H", "H", "H", "H", "C", "C", "C", "H", "H", "H", "H", "H", "H"], "positions_angstrom": [[-0.5539, -0.2592, 2.0070], [-0.4901, 0.7590, 1.9261], [0.1729, -0.6143, 2.6310], [-1.4752, -0.5425, 2.3576], [-0.4061, -0.5970, 1.0458], [0.7680, -0.8606, -1.3027], [0.6274, 0.5825, -0.9049], [-0.5418, 1.2061, -0.9046], [1.3863, -1.4154, -0.5911], [-0.2089, -1.3448, -1.3770], [1.2624, -0.9461, -2.2680], [1.5636, 1.1100, -0.7568], [-0.6616, 2.2580, -0.6859], [-1.4431, 0.6643, -1.1765]], "forces_ev_per_a": [[-0.075, -0.030, -0.132], [-0.058, 0.027, 0.163], [0.030, 0.017, -0.025], [0.125, 0.095, -0.102], [-0.016, -0.070, 0.074], [-0.095, -0.011, 0.336], [0.243, -0.371, -0.564], [-0.292, 0.122, 0.250], [0.044, -0.040, -0.047], [0.044, -0.029, -0.085], [0.050, -0.006, -0.071], [-0.084, 0.192, 0.226], [0.121, 0.090, -0.046], [-0.039, 0.014, 0.025]], "total_charge": 1, "multiplicity": 1, "orbital_gap_ev": 9.9}

---

# 12
{"formula": "C3H10N", "method": "ωB97M-V/def2-TZVPD", "elements": ["C", "H", "H", "H", "H", "C", "C", "N", "H", "H", "H", "H", "H", "H"], "positions_angstrom": [[3.9878, -0.6273, -4.7754], [4.0064, 0.4252, -4.4822], [4.4078, -1.1210, -3.8811], [2.9415, -0.9183, -4.8949], [4.6388, -0.8445, -5.6160], [-2.3542, 1.4391, 3.0180], [-2.2037, -0.7654, 1.8251], [-1.9313, -0.0068, 2.8258], [-1.9127, 1.7385, 3.9687], [-1.8717, 1.9932, 2.2172], [-3.4295, 1.4493, 3.1629], [-2.1533, -0.4552, 0.7856], [-2.3488, -1.7942, 2.1506], [-1.7771, -0.5126, 3.6956]], "forces_ev_per_a": [[0.160, 0.138, 1.396], [0.061, 0.069, -0.515], [-0.258, -0.169, -0.445], [0.308, -0.150, -0.270], [-0.271, 0.112, -0.166], [1.899, -0.738, 0.334], [1.091, -0.322, 1.120], [-1.702, 0.232, 0.104], [0.091, 0.108, -0.173], [-0.707, 0.370, -0.079], [-0.049, 0.129, -0.643], [-0.797, 0.325, 0.143], [0.459, -0.228, -0.888], [-0.284, 0.124, 0.082]], "total_charge": 1, "multiplicity": 1, "orbital_gap_ev": 8.5}